{"formula": "C9H23NOSi", "method": "wB97M-V/def2-TZVPD", "species": ["C", "C", "C", "C", "C", "C", "C", "C", "C", "N", "O", "Si", "H", "H", "H", "H", "H", "H", "H", "H", "H", "H", "H", "H", "H", "H", "H", "H", "H", "H", "H", "H", "H", "H", "H"], "positions_angstrom": [[-2.031, -1.352, -1.847], [0.007, -2.302, -0.921], [4.364, 1.762, 0.354], [5.064, -0.659, 0.554], [-3.035, 2.181, 0.877], [-1.831, 2.249, -1.199], [-2.351, -1.855, 2.145], [-0.799, -0.997, -1.039], [4.171, 0.271, 0.437], [-2.173, 1.446, -0.035], [-2.264, -0.678, 1.450], [-1.210, 0.086, 0.471], [-1.650, -1.743, -2.935], [-2.464, -2.126, -1.267], [-2.836, -0.668, -2.065], [0.304, -2.810, -1.845], [-0.577, -2.953, -0.329], [0.853, -2.156, -0.273], [3.742, 2.156, 1.234], [5.465, 1.900, 0.522], [3.879, 2.033, -0.499], [6.140, -0.306, 0.763], [0.159, 0.186, 1.291], [4.793, -1.743, 0.430], [-3.758, 2.672, 0.364], [-3.449, 1.526, 1.503], [-2.372, 2.808, 1.376], [-1.517, 1.554, -2.019], [-2.669, 2.614, -1.703], [-1.210, 3.000, -0.862], [-2.919, -1.749, 3.074], [-1.334, -2.245, 2.136], [-2.896, -2.530, 1.591], [-0.103, -0.558, -1.816], [3.158, -0.136, -0.026]], "atomic_forces_ev_per_a": [[0.9, -1.0, -2.8], [-0.2, 0.4, 1.4], [0.9, -2.7, 4.2], [10.1, -8.5, 1.5], [3.4, -0.7, -1.5], [-0.1, -3.6, -0.5], [1.4, 0.3, 0.4], [1.6, 0.9, -2.6], [-11.5, 7.3, -2.2], [0.2, -1.1, -0.7], [-0.9, 1.8, -0.4], [0.7, -0.4, -0.2], [-1.2, 0.5, 2.6], [-0.9, -1.3, 0.0], [0.1, 0.8, 0.2], [-0.2, 0.5, 0.0], [-0.8, -1.4, 0.4], [0.9, 0.2, 0.0], [1.1, 0.1, -1.0], [-1.1, 0.8, -0.6], [-0.6, 1.6, -2.6], [-1.5, -1.2, -0.5], [-1.3, 0.3, -0.7], [0.8, 1.3, 0.3], [-2.1, 1.7, -1.6], [-1.8, -2.5, 2.8], [0.5, 1.9, 1.4], [1.0, 0.7, 0.8], [-1.9, 1.1, -0.2], [1.8, 1.9, -0.3], [0.8, 0.2, 0.3], [0.0, -0.6, 1.3], [-1.4, -1.8, -1.5], [-0.7, 1.1, 1.1], [1.9, 1.2, 0.7]], "e_above_lowest_kcal_mol": 49.8, "e_homo_ha": [-0.1763, -0.3142], "multiplicity": 3, "largest_force_ha_per_bohr": 0.269, "homo_lumo_gap_ev": [5.7, 6.6], "energy_ev": -21113.9635, "total_charge": 0, "lumo_ev": [0.86, -1.96]}

---

{"formula": "C26H20N4O2S", "method": "wB97M-V/def2-TZVPD", "species": ["O", "C", "C", "S", "C", "N", "N", "C", "C", "C", "C", "C", "C", "N", "N", "C", "C", "C", "C", "C", "O", "C", "C", "C", "C", "C", "C", "C", "C", "C", "C", "C", "C", "H", "H", "H", "H", "H", "H", "H", "H", "H", "H", "H", "H", "H", "H", "H", "H", "H", "H", "H", "H"], "positions_angstrom": [[-4.228, -4.062, 0.201], [-3.172, -3.550, -0.084], [-1.909, -4.383, -0.212], [-0.697, -3.810, 1.030], [0.444, -3.029, -0.019], [0.480, -3.123, -1.326], [1.498, -2.377, -1.755], [2.087, -1.834, -0.717], [3.236, -0.958, -0.790], [3.710, -0.546, -2.038], [4.801, 0.301, -2.077], [5.381, 0.705, -0.883], [4.841, 0.230, 0.302], [3.800, -0.579, 0.355], [1.447, -2.229, 0.433], [1.682, -1.804, 1.786], [1.459, -0.330, 1.912], [0.638, 0.515, 1.225], [0.877, 1.808, 1.753], [1.818, 1.646, 2.720], [2.176, 0.354, 2.822], [-3.000, -2.089, -0.237], [-2.158, -1.518, -1.190], [-2.008, -0.147, -1.249], [-2.679, 0.689, -0.356], [-2.472, 2.143, -0.388], [-2.361, 2.864, 0.800], [-2.152, 4.230, 0.775], [-2.058, 4.899, -0.434], [-2.172, 4.192, -1.620], [-2.373, 2.825, -1.598], [-3.543, 0.113, 0.575], [-3.713, -1.254, 0.624], [-1.419, -4.275, -1.178], [-2.129, -5.429, 0.000], [3.215, -0.897, -2.928], [5.195, 0.643, -3.023], [6.232, 1.369, -0.871], [5.257, 0.507, 1.262], [0.996, -2.366, 2.433], [2.714, -2.026, 2.071], [-0.048, 0.257, 0.444], [0.409, 2.720, 1.445], [2.294, 2.340, 3.383], [-1.625, -2.138, -1.895], [-1.339, 0.280, -1.982], [-2.413, 2.344, 1.745], [-2.060, 4.775, 1.703], [-1.897, 5.967, -0.452], [-2.105, 4.710, -2.566], [-2.479, 2.282, -2.527], [-4.098, 0.747, 1.251], [-4.383, -1.702, 1.342]], "atomic_forces_ev_per_a": [[0.0, 0.0, 0.0], [0.2, -0.3, -0.1], [0.1, -0.1, 0.3], [-0.2, -0.3, 0.2], [0.0, 0.0, -0.2], [-0.7, -0.6, 0.5], [1.0, 0.8, -0.3], [-0.5, -0.4, -0.1], [0.6, 0.5, -0.3], [0.0, 0.0, 0.2], [0.0, 0.0, 0.1], [-0.1, -0.1, 0.0], [0.3, 0.3, 0.0], [-0.3, -0.4, 0.0], [-0.2, -0.2, -0.7], [0.2, 0.3, 0.8], [-0.7, 0.1, -0.5], [0.3, -0.6, 0.3], [0.4, 0.1, 0.4], [-0.5, 0.7, -0.4], [0.3, -0.5, 0.3], [-0.3, 0.6, 0.0], [-0.2, -0.2, 0.0], [-0.1, 0.2, 0.0], [0.0, -0.4, 0.0], [0.0, 0.3, 0.0], [0.0, -0.1, -0.1], [0.0, 0.1, 0.1], [0.0, 0.1, 0.0], [0.0, 0.1, -0.1], [0.0, -0.1, 0.1], [0.1, 0.1, -0.1], [0.1, -0.2, -0.1], [-0.1, -0.1, -0.1], [0.0, 0.1, -0.1], [0.0, 0.0, -0.1], [0.0, 0.0, -0.1], [0.1, 0.1, 0.0], [0.1, 0.1, 0.0], [0.1, 0.1, -0.1], [-0.2, 0.0, 0.0], [-0.1, -0.2, -0.2], [0.0, 0.2, 0.0], [0.1, 0.0, 0.1], [0.1, 0.0, 0.0], [0.1, 0.0, -0.1], [0.0, -0.1, 0.1], [0.0, 0.0, 0.1], [0.0, 0.1, 0.0], [0.0, 0.0, -0.1], [0.0, -0.1, -0.1], [0.0, 0.1, 0.1], [-0.1, 0.0, 0.1]], "smiles": "O=C(CSc1nnc(-c2ccccn2)n1Cc1ccco1)c1ccc(-c2ccccc2)cc1", "e_above_lowest_kcal_mol": 0.9, "e_homo_ha": -0.3069, "multiplicity": 1, "largest_force_ha_per_bohr": 0.026, "homo_lumo_gap_ev": 8.5, "energy_ev": -48176.8862, "total_charge": 0, "lumo_ev": 0.14}

---

{"formula": "C18H58O18", "method": "wB97M-V/def2-TZVPD", "species": ["O", "C", "C", "O", "H", "H", "H", "H", "H", "H", "O", "C", "C", "O", "H", "H", "H", "H", "H", "H", "O", "C", "C", "O", "H", "H", "H", "H", "H", "H", "O", "C", "C", "O", "H", "H", "H", "H", "H", "H", "O", "C", "C", "O", "H", "H", "H", "H", "H", "H", "O", "C", "C", "O", "H", "H", "H", "H", "H", "H", "O", "C", "C", "O", "H", "H", "H", "H", "H", "H", "C", "O", "H", "H", "H", "H", "C", "O", "H", "H", "H", "H", "C", "O", "H", "H", "H", "H", "C", "O", "H", "H", "H", "H"], "positions_angstrom": [[10.881, -4.333, -1.787], [9.939, -5.116, -2.564], [10.572, -6.346, -3.110], [11.025, -6.203, -4.454], [10.620, -3.409, -1.790], [9.037, -5.353, -2.001], [9.649, -4.544, -3.445], [9.861, -7.172, -3.138], [11.428, -6.639, -2.503], [11.902, -5.830, -4.339], [-6.917, 1.984, -2.710], [-6.596, 2.027, -4.070], [-7.049, 3.246, -4.826], [-6.331, 4.467, -4.460], [-7.846, 1.746, -2.656], [-5.512, 1.918, -4.080], [-6.905, 1.078, -4.508], [-8.086, 3.437, -4.548], [-6.826, 3.154, -5.889], [-5.393, 4.373, -4.644], [-1.232, 9.111, 2.965], [0.033, 9.215, 2.338], [0.222, 8.137, 1.211], [-0.708, 8.313, 0.164], [-1.244, 8.384, 3.592], [0.147, 10.188, 1.859], [0.811, 9.137, 3.097], [0.225, 7.129, 1.627], [1.226, 8.311, 0.824], [-1.507, 8.437, 0.683], [-5.658, 4.783, 1.790], [-6.532, 5.573, 2.518], [-7.058, 6.767, 1.636], [-7.979, 6.384, 0.614], [-6.123, 4.516, 0.994], [-7.235, 4.805, 2.842], [-6.231, 5.918, 3.508], [-6.133, 7.254, 1.326], [-7.634, 7.407, 2.305], [-7.506, 6.357, -0.221], [-4.693, -7.320, 1.708], [-5.119, -7.210, 0.386], [-4.194, -6.468, -0.561], [-3.138, -7.306, -0.972], [-4.305, -6.464, 1.903], [-5.443, -8.193, 0.045], [-6.072, -6.683, 0.356], [-3.802, -5.537, -0.151], [-4.819, -6.100, -1.375], [-3.413, -8.179, -1.262], [-5.212, -1.733, 6.607], [-4.208, -0.949, 5.998], [-3.680, -1.320, 4.591], [-2.893, -2.509, 4.663], [-6.097, -1.366, 6.671], [-4.539, 0.088, 5.937], [-3.355, -0.840, 6.669], [-2.996, -0.578, 4.178], [-4.411, -1.495, 3.802], [-1.976, -2.253, 4.536], [2.228, -1.315, 1.157], [2.406, -1.509, -0.251], [1.782, -0.326, -0.915], [0.348, -0.321, -0.928], [2.699, -2.005, 1.631], [3.479, -1.523, -0.445], [1.918, -2.443, -0.529], [1.991, -0.154, -1.971], [1.995, 0.621, -0.418], [0.112, 0.489, -0.471], [-0.139, 6.098, -6.418], [-0.662, 4.748, -6.094], [0.750, 6.400, -5.864], [0.227, 6.111, -7.445], [-0.940, 6.790, -6.160], [0.056, 4.249, -6.490], [2.895, -10.497, -2.581], [2.888, -9.119, -2.688], [2.763, -10.824, -1.549], [2.040, -10.759, -3.204], [3.809, -10.987, -2.918], [1.984, -8.863, -2.493], [7.672, -4.723, 4.472], [6.581, -5.720, 4.364], [8.166, -4.871, 5.432], [8.368, -4.913, 3.655], [7.383, -3.680, 4.344], [6.520, -6.448, 4.987], [6.219, 5.006, 2.315], [5.972, 4.868, 0.907], [6.307, 4.118, 2.940], [7.195, 5.464, 2.477], [5.373, 5.566, 2.713], [6.648, 4.284, 0.556]], "atomic_forces_ev_per_a": [[-0.2, -0.7, -0.3], [-0.1, 1.3, 0.0], [0.3, -1.0, -0.2], [0.3, 0.3, 0.3], [-0.1, -0.1, -0.1], [0.1, 0.0, 0.3], [-0.3, 0.1, 0.0], [-0.1, 0.0, 0.2], [-0.1, -0.1, 0.4], [0.2, 0.1, -0.6], [-0.6, 0.4, 0.7], [1.2, -0.9, -0.1], [1.3, 1.2, 0.4], [-0.8, -0.5, 0.5], [-0.1, 0.0, 0.3], [0.3, 0.4, -0.2], [-0.5, 0.1, -0.6], [-0.1, 0.2, -0.6], [-0.8, -0.6, -0.2], [0.1, -0.3, -0.1], [-0.5, 0.5, -0.4], [0.4, -1.2, -0.6], [1.0, 1.2, 0.8], [0.1, -0.1, 0.7], [0.2, -0.1, 0.0], [-0.4, 0.1, 0.1], [0.3, -0.1, -0.1], [-0.3, -0.2, 0.1], [0.0, -0.1, -0.3], [-0.8, 0.1, -0.4], [2.2, -0.1, -0.4], [-2.2, -0.1, -0.4], [-0.4, -1.2, 2.1], [0.9, -0.1, 0.0], [-0.1, -0.1, 0.0], [-1.5, 0.7, -0.1], [1.3, 0.3, -0.4], [-0.3, 0.3, -0.5], [0.2, 0.3, 0.0], [-0.1, 0.0, -0.2], [0.6, -0.1, 0.3], [-1.4, 0.8, -0.3], [-0.7, -1.3, -0.1], [1.1, 0.7, -0.2], [0.1, 0.0, 0.5], [0.7, -0.3, -0.3], [-0.3, 0.5, 0.1], [0.4, -0.3, 0.4], [0.0, -0.3, -0.6], [-0.5, 0.2, 0.1], [0.6, -1.1, -0.1], [-0.4, 1.7, -0.7], [0.4, -0.9, 0.4], [0.1, -0.5, 0.0], [0.4, 0.5, -0.4], [-0.3, 0.3, -0.2], [0.2, -0.7, 0.1], [-0.4, 0.8, 0.4], [-0.6, 0.1, 0.4], [0.0, -0.2, 0.1], [-0.1, 0.1, 0.1], [0.0, 0.2, 0.9], [-1.2, 1.5, -0.9], [-0.4, -0.4, 0.5], [0.0, -0.1, 0.0], [0.0, -0.2, -0.4], [0.1, 0.0, -0.4], [1.0, -0.6, 0.0], [1.1, -0.3, 0.3], [-0.4, -0.3, 0.0], [-0.6, -0.8, 0.5], [1.4, 1.7, -0.6], [-0.1, -0.4, 0.7], [-0.7, 0.3, -0.3], [0.1, 0.1, -0.5], [-0.3, -0.9, 0.2], [-0.9, -1.1, -0.1], [0.8, 1.7, 0.2], [-0.2, -0.1, 0.2], [0.1, -1.3, 0.1], [0.0, 0.5, -0.4], [0.1, 0.3, 0.0], [-0.3, -2.1, 0.3], [0.0, 1.7, -1.0], [0.2, 0.3, -0.1], [0.1, -0.2, 0.1], [-0.8, -0.3, 0.3], [0.8, 0.5, 0.4], [0.2, 0.2, -0.2], [0.1, -0.5, 0.8], [-0.4, -0.8, -0.6], [-0.2, 0.7, 0.0], [0.4, 0.3, 0.0], [0.0, 0.0, -0.1]], "smiles": "OCCO.OCCO.OCCO.OCCO.OCCO.OCCO.OCCO.CO.CO.CO.CO", "e_above_lowest_kcal_mol": 118.9, "e_homo_ha": -0.3608, "multiplicity": 1, "largest_force_ha_per_bohr": 0.048, "homo_lumo_gap_ev": 10.2, "energy_ev": -56452.0476, "total_charge": 0, "lumo_ev": 0.36}

---

{"formula": "C16H19BN6TeZn", "method": "wB97M-V/def2-TZVPD", "species": ["H", "N", "B", "N", "C", "Zn", "H", "C", "H", "C", "H", "C", "H", "H", "H", "N", "N", "N", "N", "C", "C", "H", "H", "C", "C", "C", "C", "H", "H", "H", "H", "H", "Te", "C", "C", "C", "C", "C", "C", "H", "H", "H", "H", "H"], "positions_angstrom": [[1.771, 3.313, -0.131], [1.198, 1.694, -1.389], [0.104, 0.251, -3.281], [0.434, 1.599, -2.537], [0.129, 2.856, -2.947], [2.167, 0.243, -0.279], [-0.406, 3.027, -3.867], [0.646, 3.762, -2.035], [0.582, 4.831, -2.063], [1.299, 3.001, -1.060], [0.319, 0.567, -4.450], [-1.971, -1.414, 3.209], [-1.920, -2.372, 3.743], [-1.001, -1.150, 2.777], [-2.711, -1.517, 2.407], [-1.485, -0.184, -3.278], [1.136, -0.907, -2.971], [-2.294, -0.747, -2.249], [1.991, -0.993, -1.872], [-2.259, -0.067, -4.395], [1.447, -1.911, -3.830], [-1.826, 0.315, -5.313], [0.990, -1.952, -4.809], [-3.552, -0.526, -4.126], [2.446, -2.696, -3.270], [-3.507, -0.940, -2.769], [2.781, -2.083, -2.055], [-4.391, -0.566, -4.795], [2.902, -3.567, -3.710], [-4.340, -1.370, -2.231], [3.546, -2.371, -1.338], [-2.249, -0.631, 3.885], [2.111, 1.162, 2.144], [1.011, 0.466, 3.795], [0.113, 1.310, 4.498], [-0.228, 1.043, 5.833], [0.236, -0.101, 6.489], [1.074, -0.967, 5.778], [1.447, -0.714, 4.446], [-0.255, 2.194, 3.980], [-0.899, 1.711, 6.370], [-0.113, -0.340, 7.500], [1.413, -1.870, 6.286], [2.116, -1.387, 3.908]], "atomic_forces_ev_per_a": [[0.0, -0.2, -0.4], [-0.6, 0.7, 0.1], [-1.1, 0.3, -1.0], [1.0, 0.2, 1.0], [0.3, -0.7, 0.5], [-1.6, 0.0, -0.1], [-0.1, -0.1, 0.1], [0.1, -0.1, 0.1], [-0.1, 0.2, -0.1], [-0.6, -0.8, -0.9], [-0.3, -0.4, 0.3], [0.1, -0.7, -0.6], [0.1, 0.3, -0.1], [-0.2, -0.2, 0.1], [0.2, 0.2, 0.2], [-0.6, -0.6, 0.8], [1.0, -0.1, 0.8], [1.1, 0.5, -0.6], [0.1, -1.1, -0.4], [-0.5, -0.3, 0.4], [0.0, 0.7, 1.0], [-0.2, 0.0, 0.2], [-0.1, -0.1, 0.3], [1.2, 0.3, 0.2], [0.2, 0.2, 0.1], [1.2, 0.7, -1.1], [-1.2, 0.5, -0.8], [0.0, 0.0, -0.1], [0.0, 0.0, 0.0], [0.3, 0.0, 0.4], [-0.3, 0.2, -0.1], [-0.3, 0.4, 0.4], [0.6, 0.6, -0.5], [-0.4, -1.0, 1.5], [0.8, -0.2, -0.4], [-0.2, -0.2, -0.3], [0.0, 0.1, -0.8], [-0.2, -0.2, -0.2], [-0.2, 0.7, 0.3], [0.0, -0.1, 0.3], [0.1, 0.0, -0.2], [0.4, 0.2, -0.4], [0.0, 0.1, -0.3], [-0.2, 0.1, 0.3]], "e_above_lowest_kcal_mol": 0.0, "e_homo_ha": -0.2903, "multiplicity": 1, "largest_force_ha_per_bohr": 0.035, "homo_lumo_gap_ev": 7.3, "energy_ev": -82228.8146, "total_charge": 0, "lumo_ev": -0.61}